1.
The following is a DFT calculation (ωB97M-V/def2-TZVPD) of an isolated ion of composition C7H9NO5P and charge -1 in a non-equilibrium geometry.

- Gap between HOMO and LUMO: 0.280 Ha
- E: -1044.3806 Eh
- Charge: -1
- Energy above the lowest of the compared OMol25 structures with the same formula, charge and spin: 121.5 kJ/mol
- SMILES string: C=CO[P@](=O)(CC1=N[C@H]1O)OC(=C)[O-]
- Spin multiplicity: 1

Bonds (Å) are listed after each position.
Cartesian coordinates (Å):
1 C -0.75 0.00 1.02  C6 1.789, C7 1.734, N8 1.329
2 C -0.29 -2.98 -0.62  C3 1.315, H15 1.011, H16 1.048
3 C 0.27 -1.81 -0.85  C2 1.315, O12 1.360, H17 1.052
4 C 0.57 1.82 -0.79  C5 1.347, O10 1.184, O11 1.537
5 C 0.58 3.14 -1.05  C4 1.347, H18 1.184, H19 1.096
6 C 0.91 0.14 1.67  C1 1.789, P14 1.808, H21 1.167, H22 1.195
7 C -2.36 -0.54 0.66  C1 1.734, N8 1.510, O13 1.380, H23 1.066
8 N -1.83 0.50 1.62  C1 1.329, C7 1.510
9 O 3.51 -0.24 0.56  P14 1.460
10 O -0.36 1.10 -0.69  C4 1.184
11 O 1.96 1.19 -0.64  C4 1.537, P14 1.549
12 O 1.53 -1.41 -0.51  C3 1.360, P14 1.701
13 O -2.82 -0.16 -0.58  C7 1.380, H20 1.021
14 P 2.09 -0.03 0.31  C6 1.808, O9 1.460, O11 1.549, O12 1.701
15 H -1.18 -3.17 -1.05  C2 1.011
16 H 0.12 -3.83 -0.16  C2 1.048
17 H -0.29 -1.09 -1.36  C3 1.052
18 H -0.37 3.83 -1.22  C5 1.184
19 H 1.50 3.72 -1.17  C5 1.096
20 H -2.46 0.78 -0.71  O13 1.021
21 H 1.26 -0.63 2.47  C6 1.167
22 H 1.11 1.20 2.18  C6 1.195
23 H -2.72 -1.52 0.90  C7 1.066

Here are the Mulliken charges for atoms 1 to 8, given in e:
1 C 0.62
2 C -1.16
3 C 0.17
4 C 0.39
5 C -0.95
6 C -0.55
7 C 0.03
8 N -0.91

=====

2.
The following is a DFT calculation (ωB97M-V/def2-TZVPD) of a 2-piece molecular cluster, C7H9NOS overall in a non-equilibrium geometry.

- Gap between HOMO and LUMO (spin up / spin down): 0.272 / 0.279 Ha
- E: -800.1000 Eh
- Charge: 0
- Energy above the lowest of the compared OMol25 structures with the same formula, charge and spin: 483.4 kJ/mol
- Spin multiplicity: 1

Bonds (Å) are listed after each position.
Cartesian coordinates (Å):
1 C 2.59 1.31 -0.11  C2 1.357, C3 1.399, H11 1.070
2 C 3.11 0.06 -0.01  C1 1.357, C4 1.394, H12 1.032
3 C 1.20 1.45 -0.03  C1 1.399, C5 1.352, H13 1.163
4 C 2.26 -1.00 0.27  C2 1.394, N8 1.366, H14 1.030
5 C 0.47 0.31 -0.02  C3 1.352, N8 1.274
6 C -3.06 0.12 -1.30  S10 1.699, H15 1.094, H16 0.990
7 C -1.97 -1.39 0.78  S10 1.893, H17 1.076, H18 1.097, H19 0.989
8 N 0.90 -0.86 0.20  C4 1.366, C5 1.274
9 O -2.27 1.30 1.09  S10 1.460
10 S -2.01 0.34 0.02  C6 1.699, C7 1.893, O9 1.460
11 H 3.36 2.05 -0.18  C1 1.070
12 H 4.13 -0.04 -0.08  C2 1.032
13 H 0.65 2.47 -0.15  C3 1.163
14 H 2.75 -1.89 0.44  C4 1.030
15 H -3.46 1.04 -1.74  C6 1.094
16 H -2.65 -0.53 -1.93  C6 0.990
17 H -1.00 -1.35 1.25  C7 1.076
18 H -2.82 -1.41 1.48  C7 1.097
19 H -2.17 -1.97 0.01  C7 0.989

Here are the Mulliken charges for atoms 1 to 8, given in e:
1 C -0.30
2 C -0.35
3 C -0.51
4 C -0.48
5 C 0.47
6 C -0.95
7 C -0.94
8 N -0.40

=====

3.
The following is a DFT calculation (ωB97M-V/def2-TZVPD) of an isolated ion of composition C7H9O6S and charge -1 in a non-equilibrium geometry.

- Gap between HOMO and LUMO (spin up / spin down): 0.276 / 0.276 Ha
- E: -1121.7798 Eh
- Charge: -1
- Energy above the lowest of the compared OMol25 structures with the same formula, charge and spin: 8.9 kJ/mol
- SMILES string: CO[C@@]1(O)C=CC(O)=C(S(=O)(=O)[O-])C1
- Spin multiplicity: 1

Bonds (Å) are listed after each position.
Cartesian coordinates (Å):
1 C 0.26 -2.19 -0.06  C2 1.338, C3 1.409, H15 1.121
2 C 1.33 -1.48 -0.43  C1 1.338, C6 1.536, H16 1.067
3 C -0.98 -1.58 0.24  C1 1.409, C4 1.444, O11 1.311
4 C -1.18 -0.17 0.02  C3 1.444, C5 1.507, S14 1.756
5 C -0.03 0.59 -0.58  C4 1.507, C6 1.484, H17 1.055, H18 1.048
6 C 1.34 0.06 -0.37  C2 1.536, C5 1.484, O12 1.416, O13 1.420
7 C 1.88 1.72 1.28  O13 1.459, H19 1.090, H20 1.120, H21 1.015
8 O -2.88 1.71 0.70  S14 1.460
9 O -3.68 -0.64 0.16  S14 1.501
10 O -2.93 0.93 -1.57  S14 1.484
11 O -1.91 -2.33 0.77  C3 1.311, H22 1.050
12 O 2.37 0.59 -1.18  C6 1.416, H23 0.961
13 O 1.79 0.31 0.96  C6 1.420, C7 1.459
14 S -2.79 0.52 -0.15  C4 1.756, O8 1.460, O9 1.501, O10 1.484
15 H 0.48 -3.26 0.16  C1 1.121
16 H 2.25 -1.81 -0.87  C2 1.067
17 H -0.25 0.71 -1.60  C5 1.055
18 H -0.13 1.52 -0.11  C5 1.048
19 H 2.60 2.05 0.53  C7 1.090
20 H 2.23 1.65 2.34  C7 1.120
21 H 0.97 2.17 1.17  C7 1.015
22 H -2.76 -1.73 0.65  O11 1.050
23 H 2.03 0.65 -2.08  O12 0.961

Here are the Mulliken charges for atoms 1 to 8, given in e:
1 C -0.68
2 C -0.82
3 C 0.92
4 C -0.09
5 C -1.14
6 C 1.07
7 C -0.80
8 O -0.70